(1)
{
  "formula": "C6H16NS",
  "method": "wB97M-V/def2-TZVPD",
  "energy_ha": -690.833056,
  "charge": 1,
  "lumo_energy_ev": -3.92,
  "orbital_gap_ha": 0.3185,
  "largest_force_ev_per_a": 5.25,
  "symbols": ["C", "C", "C", "C", "C", "C", "N", "S", "H", "H", "H", "H", "H", "H", "H", "H", "H", "H", "H", "H", "H", "H", "H", "H"],
  "positions_angstrom": [[-0.60719, -0.52940, 1.49454], [-1.49735, -2.20380, 0.01866], [-2.16075, 1.26500, -0.22130], [3.49162, 0.33453, 0.25144], [-0.64392, -0.93703, 0.02334], [-1.17309, 0.27519, -0.69314], [-0.61616, 0.55436, -1.80430], [2.44526, 1.24318, -0.90625], [-1.36875, 0.06624, 1.86631], [-0.42637, -1.22911, 2.29717], [0.32506, 0.11325, 1.52363], [-2.45089, -1.98645, 0.49906], [-1.53774, -2.50501, -1.03109], [-0.81975, -2.78463, 0.69495], [-2.84372, 1.46767, -1.08498], [-1.42316, 2.13298, 0.05797], [-2.88250, 1.11984, 0.52864], [4.11362, 0.99509, 0.71844], [4.04398, -0.14340, -0.43771], [2.93636, -0.29970, 0.91714], [0.41397, -0.92608, -0.28440], [3.40088, 1.53365, -1.73704], [0.23793, -0.11570, -2.16572], [-0.74838, 1.35050, -2.45478]],
  "forces_ev_per_angstrom": [[3.9, 1.5, 0.2], [1.9, 0.4, -0.7], [0.9, 2.0, -1.6], [-2.4, 0.6, -0.2], [-0.7, 1.6, 1.8], [-0.6, -0.7, 0.2], [3.7, -2.0, -3.2], [-1.7, 0.2, 0.7], [-1.8, 1.1, 0.2], [0.0, -1.0, -0.5], [-1.0, -0.2, 0.6], [0.0, -0.3, -0.2], [-0.5, -0.9, 0.5], [-1.2, -0.6, -1.0], [1.0, 0.6, 0.4], [-1.9, -1.0, -0.5], [-0.1, -0.9, 1.5], [1.4, 1.7, 1.7], [2.2, -2.6, -1.6], [-0.2, -0.2, 0.1], [-0.4, -1.2, -0.3], [0.8, 0.3, -0.8], [-2.7, 2.2, 1.3], [-0.4, -0.5, 1.1]]
}

(2)
{
  "formula": "C56H45GeN13OPbS",
  "method": "wB97M-V/def2-TZVPD",
  "energy_ha": -5616.023934,
  "charge": -2,
  "lumo_energy_ev": [3.44, 3.44],
  "orbital_gap_ha": [0.1592, 0.1341],
  "largest_force_ev_per_a": 1.64,
  "symbols": ["Pb", "N", "C", "C", "C", "C", "C", "C", "C", "C", "C", "C", "C", "C", "N", "C", "C", "C", "C", "N", "H", "H", "H", "H", "H", "H", "H", "H", "H", "H", "C", "N", "C", "N", "C", "N", "C", "C", "C", "C", "C", "C", "C", "N", "N", "C", "O", "C", "C", "C", "C", "C", "C", "N", "C", "N", "C", "N", "C", "H", "H", "H", "H", "H", "H", "H", "H", "H", "H", "H", "H", "H", "H", "H", "H", "N", "C", "N", "S", "H", "H", "H", "H", "C", "Ge", "C", "C", "C", "C", "C", "C", "C", "C", "C", "C", "C", "C", "C", "C", "C", "C", "C", "C", "H", "H", "H", "H", "H", "H", "H", "H", "H", "H", "H", "H", "H", "H", "H"],
  "positions_angstrom": [[0.97997, 0.63659, -1.93497], [9.24897, 7.32569, -0.75197], [8.35067, 6.60639, -0.88857], [7.27777, 5.73489, -1.03637], [7.33407, 4.64759, -1.93567], [6.28647, 3.77689, -2.04057], [5.11227, 3.91209, -1.26067], [5.05317, 5.03259, -0.39717], [6.09387, 5.91079, -0.28737], [4.02797, 2.98079, -1.34737], [4.31547, 1.59739, -1.58267], [5.56987, 0.98549, -1.40957], [5.43257, -0.34231, -1.79497], [4.11077, -0.49141, -2.17697], [3.42027, 0.65489, -2.03427], [2.69427, 3.44529, -1.19907], [2.15267, 4.74579, -1.28517], [0.76897, 4.63009, -1.19057], [0.48787, 3.27059, -1.04677], [1.64817, 2.57929, -1.07987], [8.21607, 4.53109, -2.55697], [6.33097, 2.98479, -2.77347], [4.17227, 5.16489, 0.21573], [6.02287, 6.75769, 0.38333], [6.45347, 1.43879, -0.99617], [6.19867, -1.09811, -1.77707], [3.62787, -1.37461, -2.56287], [2.69797, 5.65819, -1.45007], [0.04517, 5.42889, -1.23157], [-1.42473, 2.68549, -1.76497], [-5.02023, -2.48361, -2.39337], [-3.69033, -1.99691, -2.14797], [-2.63833, -1.95431, -2.98297], [-1.55813, -1.57811, -2.33797], [-1.99803, -1.40091, -1.07387], [-3.27803, -1.64501, -0.92487], [-5.23693, -3.85881, -1.79087], [-6.50833, -4.22091, -1.33657], [-6.70103, -5.48021, -0.76837], [-5.66363, -6.37011, -0.63967], [-4.37293, -6.01631, -1.08787], [-4.19493, -4.74671, -1.67957], [-3.24623, -6.85471, -0.92667], [-3.17913, -8.09761, -0.48497], [-1.90473, -8.46031, -0.46757], [-1.18063, -7.43851, -0.89137], [-1.98523, -6.36921, -1.22217], [0.22577, -7.35271, -1.00027], [1.04227, -8.46811, -0.71197], [2.40507, -8.37461, -0.83127], [3.01097, -7.18461, -1.23567], [2.21927, -6.06551, -1.50687], [2.88567, -4.78871, -1.97727], [2.37867, -3.59461, -1.35117], [1.51597, -2.68181, -1.81047], [1.40737, -1.69411, -0.94127], [2.23597, -2.05631, 0.05723], [2.83427, -3.19901, -0.15777], [0.84977, -6.14811, -1.39457], [-5.17343, -2.50891, -3.48047], [-5.73693, -1.78041, -1.95697], [-2.70083, -2.18731, -4.02797], [-1.36183, -1.09141, -0.27127], [-7.33193, -3.52551, -1.41777], [-7.68623, -5.74691, -0.40557], [-5.79983, -7.33691, -0.17927], [-3.20523, -4.48791, -2.02687], [0.56087, -9.38351, -0.40437], [3.02617, -9.23411, -0.60987], [4.08557, -7.12821, -1.34017], [2.75077, -4.67841, -3.05957], [3.95667, -4.83391, -1.75417], [0.99617, -2.74041, -2.74367], [2.39457, -1.45691, 0.92693], [0.23057, -5.28511, -1.59367], [1.23797, -0.48771, 4.55813], [1.44527, 0.57649, 3.73603], [1.82577, 1.74329, 4.30523], [1.36397, 0.40999, 2.10143], [0.95917, -0.33951, 5.51403], [0.85597, -1.29981, 4.10123], [1.67457, 1.92319, 5.28453], [1.88547, 2.52729, 3.67463], [-0.71733, 2.40789, -0.96817], [-1.68463, 2.76479, 0.72883], [-3.60563, 3.37299, 0.59963], [-4.32483, 3.41649, -0.58567], [-5.65353, 3.80829, -0.60697], [-6.28593, 4.17899, 0.56663], [-5.58103, 4.14669, 1.75843], [-4.26083, 3.73649, 1.77013], [-0.74283, 4.20979, 1.72943], [0.59217, 3.96809, 2.03833], [1.37697, 4.94219, 2.62713], [0.83397, 6.18589, 2.90873], [-0.48663, 6.45089, 2.58333], [-1.26393, 5.46959, 1.98933], [-2.02293, 1.36709, 2.13243], [-1.58143, 1.48989, 3.44243], [-1.89303, 0.53379, 4.39463], [-2.65453, -0.57121, 4.05013], [-3.10953, -0.70291, 2.74853], [-2.80373, 0.26569, 1.81023], [-3.83383, 3.13359, -1.50877], [-6.20533, 3.82949, -1.53857], [-7.32343, 4.49079, 0.55493], [-6.06913, 4.44219, 2.67893], [-3.71833, 3.68839, 2.70653], [1.01357, 3.00489, 1.78163], [2.42137, 4.74629, 2.84403], [1.44827, 6.95739, 3.35713], [-0.90843, 7.43039, 2.78373], [-2.29323, 5.68509, 1.72133], [-0.96893, 2.34119, 3.72003], [-1.53613, 0.64629, 5.41473], [-2.89653, -1.32291, 4.79353], [-3.69863, -1.56021, 2.45403], [-3.17653, 0.16249, 0.80173]],
  "forces_ev_per_angstrom": [[-0.4, 0.2, -0.9], [-0.3, -0.2, -0.1], [1.3, 1.0, 0.2], [-1.2, -0.9, -0.1], [0.2, 0.4, 0.2], [0.0, -0.1, -0.2], [0.0, 0.0, 0.0], [-0.1, 0.0, 0.0], [0.4, 0.2, -0.1], [0.0, 0.2, 0.1], [0.5, -0.2, 0.1], [-0.1, 0.2, 0.2], [0.2, -0.3, -0.1], [0.0, -0.2, -0.1], [-0.1, 0.2, -0.1], [0.1, 0.3, -0.2], [0.2, 0.0, 0.0], [-0.3, 0.0, -0.1], [-0.2, -0.2, -0.2], [0.2, -0.1, 0.6], [-0.1, 0.0, 0.0], [0.0, -0.1, 0.0], [0.0, 0.0, 0.0], [0.0, 0.0, 0.1], [0.1, 0.1, 0.0], [0.0, -0.2, 0.0], [-0.1, -0.1, 0.0], [0.1, 0.1, 0.0], [0.0, 0.1, 0.1], [-0.1, -0.2, 0.1], [-0.5, -0.3, 0.1], [0.7, 0.3, -0.4], [-0.1, 0.0, 0.2], [0.4, -0.1, -0.5], [-0.2, -0.1, -0.3], [-0.5, 0.0, 0.7], [-0.3, 0.0, 0.0], [0.1, 0.2, -0.1], [-0.1, 0.0, 0.0], [0.1, -0.1, 0.0], [0.2, 0.1, -0.1], [0.1, 0.0, 0.0], [-0.1, 0.1, 0.0], [-0.5, -0.1, 0.1], [0.4, -0.2, 0.1], [0.0, -0.1, 0.0], [0.0, -0.1, 0.1], [0.0, 0.2, -0.1], [-0.1, 0.0, 0.0], [0.1, -0.1, 0.0], [0.0, 0.3, -0.1], [0.4, -0.2, 0.0], [0.1, -0.6, -0.2], [-0.4, 0.7, -0.2], [0.1, 0.0, 0.1], [-0.3, 0.0, 0.1], [0.2, -0.4, -0.1], [0.6, -0.3, 0.7], [-0.2, 0.0, 0.0], [0.1, 0.1, 0.2], [0.1, 0.0, -0.1], [-0.1, -0.1, -0.2], [0.1, 0.1, 0.3], [-0.1, 0.1, 0.0], [0.0, 0.0, 0.0], [-0.1, -0.1, 0.1], [0.1, 0.1, 0.0], [0.0, -0.1, 0.0], [0.0, 0.0, 0.0], [0.1, 0.0, 0.0], [0.1, 0.1, 0.2], [-0.2, 0.1, -0.1], [-0.1, -0.1, -0.3], [0.1, 0.0, 0.2], [-0.1, 0.1, 0.0], [0.0, 0.2, 0.2], [0.4, -0.3, 0.1], [-0.2, -0.1, 0.2], [0.0, 0.0, -0.5], [0.0, 0.0, 0.0], [-0.1, 0.1, 0.0], [0.0, 0.0, -0.1], [-0.1, 0.1, 0.2], [-0.9, 0.3, 0.8], [-0.2, 0.1, 0.1], [0.7, -0.2, -0.2], [0.2, -0.1, -0.2], [-0.2, 0.0, -0.1], [-0.1, 0.1, 0.0], [-0.1, 0.1, 0.2], [0.1, 0.0, 0.2], [-0.2, -0.4, -0.4], [0.0, 0.0, 0.0], [0.1, 0.0, 0.1], [0.1, 0.2, 0.1], [0.0, 0.2, 0.1], [-0.3, -0.1, 0.0], [0.2, 0.3, -0.5], [0.1, 0.3, 0.0], [0.0, 0.0, 0.2], [0.0, -0.1, 0.1], [-0.1, -0.2, 0.0], [0.0, 0.1, -0.2], [0.0, 0.0, -0.1], [0.0, 0.0, -0.1], [0.0, 0.0, 0.0], [0.0, 0.0, 0.1], [0.0, 0.0, 0.1], [0.2, -0.1, -0.1], [0.1, 0.0, 0.0], [0.0, 0.0, 0.0], [0.0, 0.0, 0.0], [0.0, 0.1, 0.0], [0.0, 0.0, 0.0], [0.0, 0.0, 0.0], [0.0, 0.0, 0.0], [-0.1, -0.1, 0.0], [-0.1, -0.1, -0.1]]
}

(3)
{
  "formula": "C40H39N2OOsPSi",
  "method": "wB97M-V/def2-TZVPD",
  "energy_ha": -2453.226355,
  "charge": 2,
  "lumo_energy_ev": -7.63,
  "orbital_gap_ha": 0.1824,
  "largest_force_ev_per_a": 1.04,
  "symbols": ["Os", "C", "C", "C", "C", "C", "C", "P", "C", "C", "C", "C", "C", "C", "C", "C", "C", "C", "C", "C", "C", "C", "C", "C", "H", "H", "H", "H", "H", "H", "H", "H", "H", "H", "H", "H", "H", "H", "H", "H", "C", "Si", "C", "C", "N", "C", "C", "C", "C", "C", "C", "O", "C", "C", "C", "C", "C", "C", "H", "H", "H", "H", "H", "H", "H", "H", "H", "H", "H", "H", "H", "H", "H", "H", "H", "H", "C", "C", "C", "N", "H", "H", "H", "H", "H"],
  "positions_angstrom": [[0.52232, 0.72648, -0.06258], [1.82695, -3.05762, 4.42851], [0.45109, -3.22861, 4.31841], [-0.25751, -2.53637, 3.35151], [0.40783, -1.67165, 2.47954], [1.78238, -1.49304, 2.60788], [2.49257, -2.18728, 3.57825], [-0.46398, -0.79628, 1.16319], [-2.00193, -0.22403, 1.95828], [-3.15174, 0.05956, 1.21988], [-4.24929, 0.65259, 1.82005], [-4.21035, 0.98911, 3.16729], [-3.06937, 0.72605, 3.90828], [-1.97204, 0.12159, 3.30917], [-0.90814, -2.05818, -0.15029], [-0.38306, -4.53405, -1.70387], [-1.39249, -4.34901, -2.59344], [-2.04332, -3.13263, -2.91306], [-1.86286, -1.78289, -2.56218], [-2.36479, -0.95234, -3.53793], [-1.81979, 0.36919, -3.76530], [-1.20773, 1.07235, -2.51732], [-1.03016, 0.27303, -1.24351], [-1.05659, -1.19813, -1.43405], [2.37754, -3.59916, 5.18599], [-0.06658, -3.89796, 4.99233], [-1.33175, -2.66266, 3.28309], [2.30141, -0.81439, 1.93847], [3.56094, -2.04601, 3.67184], [-3.20457, -0.19017, 0.16593], [-5.13947, 0.84913, 1.23747], [-5.06997, 1.44864, 3.63594], [-3.03466, 0.97942, 4.95976], [-1.09442, -0.08949, 3.90736], [-0.02155, -5.56233, -1.67577], [-1.75000, -5.19273, -3.17285], [-2.79687, -3.26185, -3.68560], [-3.03983, -1.36723, -4.27917], [-2.39967, 0.99385, -4.43708], [-1.45051, 2.12416, -2.41453], [0.81003, -4.51281, 0.98172], [0.46230, -3.37411, -0.45274], [2.06401, -2.84137, -1.25610], [-2.18795, -2.84907, 0.23734], [0.25451, -0.46645, -1.77394], [0.17804, 0.57178, -2.92770], [-0.30583, 0.07628, -4.28393], [0.18236, 0.88572, -5.43797], [1.17239, 1.76606, -5.29524], [1.76350, 2.11015, -3.99838], [1.30478, 1.53659, -2.89228], [1.62705, 1.90769, -1.59673], [2.19601, 3.18501, -1.36286], [3.49391, 3.22829, -0.89967], [4.04446, 4.47039, -0.60740], [3.29486, 5.62357, -0.78813], [1.98943, 5.54611, -1.25790], [1.42316, 4.31406, -1.54876], [-0.08043, -4.86188, 1.50398], [1.46434, -4.04050, 1.71318], [1.33393, -5.38750, 0.58754], [2.73155, -3.70497, -1.29989], [2.55012, -2.07290, -0.65074], [1.94060, -2.44644, -2.26208], [-1.96373, -3.88844, 0.48350], [-2.93633, -2.86926, -0.55430], [-2.67806, -2.41888, 1.10808], [-0.11719, -0.98333, -4.46998], [-0.22147, 0.65900, -6.41623], [1.56205, 2.27925, -6.16394], [2.50239, 2.89834, -3.95004], [4.05854, 2.31239, -0.78209], [5.06279, 4.53465, -0.24955], [3.73053, 6.58874, -0.56947], [1.41005, 6.44836, -1.39837], [0.40749, 4.23384, -1.91487], [-0.25228, 3.74283, 4.35716], [0.95768, 3.80584, 3.42074], [0.84654, 2.84540, 2.33177], [0.73001, 2.07520, 1.49061], [-0.14096, 4.49429, 5.13549], [-0.32507, 2.76535, 4.83095], [-1.17688, 3.93887, 3.81726], [1.88568, 3.58077, 3.95080], [1.07305, 4.79404, 2.97126]],
  "forces_ev_per_angstrom": [[0.3, 0.7, 0.7], [0.0, 0.0, 0.0], [0.0, 0.0, 0.0], [0.0, 0.0, 0.0], [0.0, 0.0, 0.0], [0.0, 0.0, 0.0], [0.0, 0.0, 0.0], [-0.1, -0.2, 0.1], [0.1, 0.0, 0.1], [0.0, 0.0, 0.0], [0.0, 0.0, 0.0], [0.0, 0.0, 0.0], [0.0, 0.0, 0.0], [0.0, 0.0, 0.0], [0.1, 0.1, -0.1], [-0.1, 0.1, -0.1], [0.1, 0.0, 0.1], [0.0, 0.0, 0.0], [0.1, 0.0, 0.0], [-0.1, 0.0, 0.0], [0.1, 0.0, 0.0], [-0.1, 0.1, -0.1], [-0.1, -0.1, -0.1], [-0.1, 0.1, 0.1], [0.0, 0.0, 0.0], [0.0, 0.0, 0.0], [0.0, 0.0, 0.0], [0.0, 0.0, 0.0], [0.0, 0.0, 0.0], [0.0, 0.0, 0.0], [0.0, 0.0, 0.0], [0.0, 0.0, 0.0], [0.0, 0.0, 0.0], [0.0, 0.0, 0.0], [0.1, 0.0, 0.0], [0.0, 0.0, 0.0], [0.0, 0.0, 0.0], [0.0, 0.0, 0.0], [0.0, 0.0, 0.0], [0.1, 0.0, 0.0], [0.0, 0.1, 0.0], [0.1, 0.0, 0.0], [-0.1, 0.0, 0.2], [-0.1, -0.1, 0.0], [0.2, -0.3, -0.5], [0.0, -0.1, 0.1], [0.0, 0.0, 0.0], [0.1, 0.1, 0.0], [-0.1, 0.0, -0.1], [0.0, 0.0, 0.1], [0.0, 0.1, -0.1], [0.0, 0.0, 0.0], [0.1, 0.0, 0.0], [0.0, 0.0, 0.0], [0.0, 0.0, 0.0], [0.0, 0.0, 0.0], [0.0, 0.0, 0.0], [0.0, 0.0, 0.0], [0.0, 0.0, 0.0], [0.0, 0.0, 0.0], [0.0, 0.0, 0.0], [0.0, 0.0, 0.0], [0.0, 0.0, 0.0], [0.0, 0.0, 0.0], [0.0, 0.0, 0.0], [0.0, 0.0, 0.0], [0.0, 0.0, 0.0], [0.0, 0.0, 0.0], [0.0, 0.0, 0.0], [0.0, 0.0, 0.0], [0.0, 0.0, 0.0], [0.0, 0.0, 0.0], [0.0, 0.0, 0.0], [0.0, 0.0, 0.0], [0.0, 0.0, 0.0], [0.0, 0.0, 0.0], [0.0, 0.0, 0.0], [0.1, 0.0, 0.0], [0.0, -0.1, -0.1], [-0.2, -0.2, -0.3], [0.0, 0.0, 0.0], [0.0, 0.0, 0.0], [0.0, 0.0, 0.0], [0.0, 0.0, 0.0], [0.0, 0.0, 0.0]]
}